#one
Density functional theory data (wB97M-V/def2-TZVPD) for one molecule with the formula C18H26N6O4.

Values from the calculation:
frontier orbital gap: 9.453 eV

```
! RIJCOSX wB97M-V def2-TZVPD def2/J DEFGRID3
* xyz 0 1
C -2.20533 2.52014 -4.46267
C -2.31272 3.00707 -3.05736
N -2.49387 4.28782 -2.78909
N -2.49752 4.36226 -1.44526
C -2.33540 3.16527 -0.84336
C -2.27838 3.00023 0.63641
C -2.20318 2.24799 -1.86275
C -2.03416 0.77332 -1.71821
C -0.69549 0.04625 -1.55904
O -0.76777 -1.17409 -1.45432
N 0.51899 0.66460 -1.47594
C 0.84060 2.02477 -1.90407
C 1.61987 1.97313 -3.21262
O 1.36252 2.66483 -4.17655
N 2.60216 1.04097 -3.17050
C 2.93186 0.41202 -1.90448
C 1.68357 -0.22030 -1.29453
C 1.90278 -0.48249 0.20219
O 2.72713 0.14377 0.85175
N 1.09104 -1.42227 0.71741
C 1.17484 -1.82654 2.09659
C 0.09070 -1.20321 2.96690
C 0.24587 -1.73469 4.38074
C 0.05017 -3.23801 4.38894
N 0.82475 -3.91969 3.35864
C 0.83170 -5.36759 3.45882
C 1.20604 -3.35573 2.17696
O 1.60648 -4.01459 1.23476
H -1.16858 2.28023 -4.70830
H -2.81160 1.62639 -4.62035
H -2.54318 3.29650 -5.14586
H -2.64398 5.25343 -1.00604
H -2.64101 2.01291 0.92168
H -1.25684 3.09778 1.01048
H -2.89541 3.74259 1.14349
H -2.59803 0.42002 -0.85112
H -2.49409 0.26504 -2.56863
H -0.05173 2.61108 -2.06136
H 1.44619 2.51284 -1.13445
H 3.19975 0.94734 -3.97502
H 3.67369 -0.36565 -2.07128
H 3.36329 1.12347 -1.19885
H 1.45745 -1.15899 -1.79942
H 0.43996 -1.87593 0.08978
H 2.14626 -1.47756 2.45918
H 0.18903 -0.11723 2.93066
H -0.89632 -1.46002 2.56749
H 1.24351 -1.48804 4.75453
H -0.47649 -1.28079 5.06022
H 0.34343 -3.65521 5.35489
H -1.01373 -3.47389 4.25094
H 1.49784 -5.77394 2.70540
H 1.17372 -5.65950 4.45250
H -0.17039 -5.77808 3.30011
*
```

#two
Density functional theory data (wB97M-V/def2-TZVPD) for one molecule with the formula C18H26N6O4.

Values from the calculation:
frontier orbital gap: 9.612 eV

```
! RIJCOSX wB97M-V def2-TZVPD def2/J DEFGRID3
* xyz 0 1
C -1.94552 1.98162 -1.46934
C -2.16369 2.50321 -0.08925
N -1.93157 3.76601 0.21716
N -2.21436 3.85175 1.53099
C -2.61980 2.68068 2.07105
C -2.93841 2.53256 3.51834
C -2.60560 1.77308 1.04026
C -2.90273 0.31213 1.06751
C -1.61522 -0.50456 1.09807
O -0.61097 -0.05039 1.62776
N -1.59734 -1.73887 0.51471
C -2.78057 -2.48146 0.09702
C -3.04178 -3.62580 1.06908
O -4.14165 -3.89628 1.50376
N -1.89458 -4.26928 1.39803
C -0.68648 -4.01583 0.62976
C -0.36055 -2.52490 0.63765
C 0.61444 -2.19005 -0.50389
O 0.82441 -2.97068 -1.41821
N 1.17173 -0.96886 -0.39928
C 2.20186 -0.51401 -1.29741
C 1.75246 0.64892 -2.17154
C 2.92553 1.09196 -3.02779
C 4.05557 1.57886 -2.14238
N 4.37227 0.64696 -1.06563
C 5.57254 0.96235 -0.31332
C 3.47401 -0.20736 -0.49770
O 3.67845 -0.75526 0.57033
H -1.19665 1.18550 -1.47386
H -2.86591 1.56975 -1.88980
H -1.60145 2.78398 -2.11945
H -2.11914 4.73638 1.99578
H -3.40277 1.56631 3.70616
H -2.03480 2.58660 4.12751
H -3.62819 3.30638 3.85888
H -3.48670 0.03668 1.94993
H -3.50844 0.05419 0.19934
H -3.66178 -1.85457 0.08236
H -2.62986 -2.88079 -0.91049
H -1.96882 -5.07790 1.99314
H 0.13887 -4.56682 1.07441
H -0.77923 -4.36602 -0.39949
H 0.09767 -2.24326 1.58683
H 0.97853 -0.44685 0.44713
H 2.44593 -1.36357 -1.94131
H 0.90727 0.32973 -2.78346
H 1.40615 1.47586 -1.54197
H 3.26886 0.25201 -3.63845
H 2.64149 1.89304 -3.71121
H 4.96456 1.72515 -2.72991
H 3.79467 2.55427 -1.71103
H 5.81921 0.13064 0.33828
H 6.39369 1.14058 -1.00807
H 5.43438 1.85620 0.30302
*
```

Stability summary: most stable #two, least stable #one.

#one
Density functional theory data (wB97M-V/def2-TZVPD) for a 2-piece molecular cluster, C3H3IS overall.

Values from the calculation:
frontier orbital gap (spin up / spin down): 5.150 / 5.190 eV

```
! RIJCOSX wB97M-V def2-TZVPD def2/J DEFGRID3
* xyz 0 1
C -2.73071 -0.36500 -0.54003
C -1.63905 -0.64064 -0.10732
C 1.77314 0.27103 0.39987
S 1.24313 -1.30517 0.93495
I -4.40844 0.20026 -1.58872
H 1.41059 0.53599 -0.62702
H 2.89383 0.10849 0.51607
H 1.45752 1.19504 1.01220
*
```

#two
Density functional theory data (wB97M-V/def2-TZVPD) for one molecule with the formula C3H3IS.

Values from the calculation:
frontier orbital gap: 7.706 eV

```
! RIJCOSX wB97M-V def2-TZVPD def2/J DEFGRID3
* xyz 0 1
I 0.06649 2.49461 0.69037
C 0.88617 0.42225 0.40179
C -0.11745 -0.47878 -0.09334
C -1.29957 -0.72555 -0.60643
S -0.21938 -2.24670 -0.57708
H 1.67287 0.60923 -0.33101
H 1.21310 0.36376 1.51944
H -2.20223 -0.43882 -1.00375
*
```

Stability summary: most stable #two, least stable #one.

#one
Density functional theory data (wB97M-V/def2-TZVPD) for one molecule with the formula CH2ClNOS2.

Values from the calculation:
frontier orbital gap: 9.002 eV

```
! RIJCOSX wB97M-V def2-TZVPD def2/J DEFGRID3
* xyz 0 1
O -0.14796 1.24405 1.73742
C -0.52312 0.45886 0.93749
N -0.67335 0.53972 -0.44746
Cl 0.17774 2.21297 -1.07025
S -0.43020 -0.78474 -1.44014
S 1.53295 -1.31704 -1.16463
H -1.06118 -0.44796 1.42683
H 1.12512 -1.90585 0.02073
*
```

#two
Density functional theory data (wB97M-V/def2-TZVPD) for one molecule with the formula CH2ClNOS2.

Values from the calculation:
frontier orbital gap: 8.707 eV

```
! RIJCOSX wB97M-V def2-TZVPD def2/J DEFGRID3
* xyz 0 1
C -0.74352 -0.04004 0.70134
N -0.96600 -1.26198 0.62582
O 0.04937 0.85747 -0.00598
S 1.69544 0.56129 -0.51557
S 2.64529 -0.70402 0.56177
Cl -0.18841 -2.40239 -0.42985
H -1.37030 0.57189 1.56952
H 1.14569 -0.17679 -1.86758
*
```

Stability summary: most stable #one, least stable #two.

#one
Density functional theory data (wB97M-V/def2-TZVPD) for C4H8N4O as an isolated structure.

Values from the calculation:
frontier orbital gap: 8.820 eV

```
! RIJCOSX wB97M-V def2-TZVPD def2/J DEFGRID3
* xyz 0 1
C 0.35641 1.86256 -0.41259
C -0.54648 2.14058 -1.48815
C 1.25775 -0.59373 1.65783
C -0.23605 -2.24018 0.44969
N -0.93185 -0.22265 -1.15816
N -0.79514 3.17186 -2.13369
N -0.16094 0.01086 -0.19703
N 0.23242 -0.88472 0.67381
O -1.13838 0.87705 -1.87392
H 0.02785 2.34054 0.42996
H 0.86528 -0.80118 2.68517
H 2.14036 -1.29577 1.31876
H 1.47869 0.42129 1.64623
H 0.32814 -3.01184 -0.20958
H -0.24048 -2.65616 1.41286
H -1.17451 -2.10041 -0.02305
H -1.46304 2.98190 -2.77815
*
```

#two
Density functional theory data (wB97M-V/def2-TZVPD) for one molecule with the formula C4H8N4O.

Values from the calculation:
frontier orbital gap: 8.893 eV

```
! RIJCOSX wB97M-V def2-TZVPD def2/J DEFGRID3
* xyz 0 1
H 1.12617 3.05882 -1.44883
N 0.90462 2.88949 -0.36486
C 0.72523 1.63677 -0.34047
C 0.04688 0.72756 -1.30470
C -0.26731 -0.37399 -0.53860
N -1.07581 -1.48500 -0.94203
C -0.56433 -2.63726 -0.09218
O 0.17201 -0.28169 0.75989
N 0.68788 0.95682 0.93512
N 0.32614 1.48786 2.07775
H -0.40963 0.74290 -2.28736
H -1.03556 -1.72949 -1.98293
H -0.45462 -2.44333 1.18171
H -1.28868 -3.49117 -0.13300
H 0.40546 -3.00061 -0.38986
H 1.09813 1.58719 2.69450
H -0.39660 2.35515 2.17586
*
```

#three
Density functional theory data (wB97M-V/def2-TZVPD) for one molecule with the formula C4H8N4O.

Values from the calculation:
frontier orbital gap: 9.651 eV

```
! RIJCOSX wB97M-V def2-TZVPD def2/J DEFGRID3
* xyz 0 1
H 1.28438 -1.22934 -0.31124
N 0.56421 -1.74979 -0.59565
C -0.45646 -1.53638 0.11809
N -1.62886 -2.25781 0.03356
C -0.57135 -0.50291 1.06181
N -0.17189 0.75559 1.06398
N 0.01300 1.14939 -0.30405
C -0.89497 2.26517 -0.68470
C 1.42318 1.12172 -0.58202
O 2.12088 0.52152 0.20851
H -1.90734 -2.61500 -1.06566
H -2.49923 -1.71984 0.58160
H -0.82827 -0.79340 2.21412
H -0.59971 3.03711 0.04164
H -0.49855 2.50073 -1.64357
H -1.96044 1.86434 -0.71255
H 1.60452 1.41606 -1.63639
*
```

Stability summary: most stable #three, least stable #one.

#one
Density functional theory data (wB97M-V/def2-TZVPD) for a 2-piece molecular cluster, CH6N2O overall.

Values from the calculation:
frontier orbital gap: 10.772 eV

```
! RIJCOSX wB97M-V def2-TZVPD def2/J DEFGRID3
* xyz 0 1
N 0.26549 0.43371 -1.33108
C -0.51292 -0.61464 -1.04719
O -0.67142 -1.02528 0.09884
H 0.24823 1.04231 -2.14820
H 0.58760 0.88762 -0.45967
H -0.90155 -1.10749 -1.92760
N 0.64839 0.85000 1.85726
H 0.19959 1.30610 2.61404
H 0.30529 -0.07814 1.75832
H 1.61254 0.85367 1.97227
*
```

#two
Density functional theory data (wB97M-V/def2-TZVPD) for a 2-piece molecular cluster, CH6N2O overall.

Values from the calculation:
frontier orbital gap (spin up / spin down): 8.944 / 8.322 eV

```
! RIJCOSX wB97M-V def2-TZVPD def2/J DEFGRID3
* xyz 0 1
C -0.56334 1.49857 0.85989
N 0.29807 -1.37091 -0.61634
N 1.19959 -0.53410 -0.09847
O -1.44220 1.11729 -0.14930
H -0.80823 1.18047 1.81935
H 0.19490 2.24104 0.64596
H -0.36893 -1.92860 -0.02589
H -0.09547 -0.93370 -1.53025
H 0.81678 -0.04597 0.78724
H -0.89837 1.23559 -0.94280
*
```

Stability summary: most stable #one, least stable #two.